Version i
C3H5ClN2OS in the gas phase. Source: the Open Molecules 2025 dataset; level of theory: ωB97M-V with the def2-TZVPD basis set.

Values from the calculation:
Spin multiplicity: 1
E_LUMO, eV: -0.1392
Highest occupied orbital energy, eV: -10.1

Structure (XYZ):
```
13
Properties=species:S:1:pos:R:3:lowdin_charge:R:1
C -0.3801 1.6659 0.7320 -0.24
C -0.6551 -0.7799 -1.2592 -0.16
C -0.5201 0.2772 1.1210 -0.13
N -0.2504 2.7729 0.4302 0.17
N 0.0221 -0.7059 -0.0037 -0.46
O 1.9952 -0.6609 1.5708 -0.49
S 1.6853 -1.0066 0.2012 0.69
Cl 2.3348 0.6385 -1.0857 0.14
H -0.8073 0.2495 -1.4895 0.06
H -0.0060 -1.3577 -2.0064 0.11
H -1.6778 -1.2121 -1.3353 0.10
H -0.0825 0.0841 2.0041 0.05
H -1.6581 0.0351 1.1205 0.16
```

---

Version ii
A 2-piece molecular cluster, C3H5ClN2OS overall. Source: the Open Molecules 2025 dataset; level of theory: ωB97M-V with the def2-TZVPD basis set.

Values from the calculation:
Spin multiplicity: 1
E_LUMO, eV: 0.5868
SMILES string: ClC1=NCSN1.C=O
Highest occupied orbital energy, eV: -8.1

Structure (XYZ):
```
13
Properties=species:S:1:pos:R:3:lowdin_charge:R:1
Cl 1.5349 0.8963 2.0727 0.74
C 0.6654 1.0412 0.6276 -0.98
N 1.2265 1.1201 -0.5043 -0.03
C 0.3093 1.2366 -1.5729 -0.45
S -1.4144 1.1438 -0.8379 0.84
N -0.6894 1.1305 0.7252 -0.34
H 0.4232 2.1988 -2.0810 0.07
H 0.4417 0.4270 -2.2924 0.07
H -1.2164 0.7569 1.5027 0.08
C -0.3181 -2.4880 0.5895 -0.15
O -1.1108 -1.9708 1.3171 -0.02
H 0.7630 -2.4983 0.7977 0.08
H -0.6149 -2.9941 -0.3439 0.08
```

---

version ii wins, 0.0107 hartree ahead of the next structure.

---

Version i
A 10-piece molecular cluster, C30H48Br10N4O overall. Source: the Open Molecules 2025 dataset; level of theory: ωB97M-V with the def2-TZVPD basis set.

Values from the calculation:
Spin multiplicity: 1
E_LUMO, eV: 0.0408
SMILES string: c1cc[nH]c1.c1cc[nH]c1.c1cc[nH]c1.c1cc[nH]c1.C1CCOC1.BrCCBr.BrCCBr.BrCCBr.BrCCBr.BrCCBr
Highest occupied orbital energy, eV: -8.2

Structure (XYZ):
```
93
Properties=species:S:1:pos:R:3:lowdin_charge:R:1
C -20.0704 9.9096 -7.1774 -0.11
C -20.3504 8.8162 -6.3134 -0.12
C -20.3546 7.6726 -7.0865 -0.16
N -20.1452 8.0449 -8.3609 0.00
C -19.9279 9.3859 -8.4441 -0.14
H -20.1875 10.9171 -6.8064 0.09
H -20.5175 8.8226 -5.2464 0.09
H -20.4453 6.6307 -6.8172 0.10
H -20.1223 7.4534 -9.1792 0.15
H -19.8096 9.8936 -9.3899 0.11
C -23.5340 0.9696 -1.1426 -0.14
C -23.5570 2.3595 -1.1787 -0.13
C -23.5924 2.7743 0.1237 -0.17
N -23.5646 1.7070 0.9595 0.00
C -23.5385 0.5175 0.1750 -0.09
H -23.4746 0.4928 -2.1098 0.09
H -23.5942 2.8643 -2.1327 0.09
H -23.5865 3.7445 0.5982 0.11
H -23.6342 1.7816 1.9643 0.14
H -23.4232 -0.4858 0.5577 0.09
C -24.0184 10.2047 -13.8472 -0.12
C -24.6798 10.2018 -12.5601 -0.09
C -25.7801 10.9696 -12.7764 -0.16
N -25.7121 11.5704 -14.0119 -0.01
C -24.6953 11.0308 -14.7074 -0.16
H -23.0874 9.7237 -14.1082 0.08
H -24.3893 9.6791 -11.6608 0.09
H -26.5381 11.3162 -12.0895 0.10
H -26.2612 12.3721 -14.2874 0.15
H -24.4562 11.3231 -15.7192 0.11
C -18.1674 3.9789 -10.8835 -0.13
C -19.4887 3.4791 -10.9991 -0.10
C -19.7878 2.9620 -9.7269 -0.16
N -18.7586 3.2078 -8.8937 0.00
C -17.7188 3.8065 -9.5914 -0.13
H -17.6566 4.4093 -11.7322 0.09
H -20.2330 3.3552 -11.7718 0.09
H -20.7357 2.5200 -9.4577 0.10
H -18.7847 3.0538 -7.8959 0.15
H -16.7179 3.9972 -9.2335 0.10
C -26.7745 15.1879 -6.1081 -0.20
C -25.4723 15.0439 -5.4066 -0.18
C -25.1646 13.5360 -5.6823 -0.18
O -25.5658 13.3108 -7.0750 -0.16
C -26.3728 14.5012 -7.4153 -0.19
H -27.0592 16.2264 -6.2769 0.12
H -27.5609 14.6149 -5.6167 0.12
H -25.5465 15.1636 -4.3258 0.11
H -24.7033 15.6656 -5.8650 0.12
H -25.5306 12.7462 -5.0262 0.11
H -24.1035 13.3125 -5.7928 0.11
H -27.2629 14.1295 -7.9230 0.11
H -25.7661 15.2021 -7.9886 0.11
Br -28.5418 1.2677 -5.4459 0.54
C -28.9263 1.3939 -3.4829 -0.66
C -29.9985 0.4614 -2.8706 -0.62
Br -29.3757 -1.4164 -3.1084 0.55
H -29.3302 2.4015 -3.3845 0.04
H -27.9582 1.2779 -2.9955 0.05
H -30.9540 0.5895 -3.3793 0.06
H -30.1276 0.5696 -1.7937 0.05
Br -31.7332 5.1584 -0.8660 0.54
C -32.9677 6.6045 -1.4577 -0.67
C -33.3769 6.5535 -2.9606 -0.69
Br -34.2389 8.2297 -3.4229 0.63
H -32.5112 7.5784 -1.2809 0.04
H -33.7929 6.3909 -0.7785 0.04
H -34.1191 5.7656 -3.0890 0.05
H -32.5650 6.3078 -3.6452 0.05
Br -29.9894 6.7625 -12.9134 0.53
C -28.1806 5.8407 -12.7721 -0.64
C -27.4753 5.9888 -14.0748 -0.71
Br -25.8154 4.9576 -14.0176 0.60
H -28.3869 4.8316 -12.4152 0.05
H -27.7010 6.2737 -11.8942 0.05
H -27.1880 7.0135 -14.3101 0.06
H -28.0205 5.5350 -14.9024 0.05
Br -25.2365 5.1070 -8.1202 0.58
C -25.9339 6.1222 -6.5848 -0.68
C -26.9305 7.1958 -7.0717 -0.65
Br -28.7961 6.4609 -7.1465 0.55
H -25.0530 6.5790 -6.1338 0.05
H -26.3988 5.5465 -5.7844 0.05
H -26.5727 7.6465 -7.9974 0.05
H -26.9527 7.9507 -6.2858 0.05
Br -28.5835 10.6306 -1.3954 0.50
C -29.3708 11.3687 0.3445 -0.63
C -28.4700 12.4190 1.0207 -0.66
Br -29.4652 13.1937 2.5379 0.59
H -29.5355 10.5084 0.9933 0.05
H -30.3576 11.7146 0.0369 0.04
H -28.1157 13.2243 0.3771 0.05
H -27.6145 11.9275 1.4841 0.05
```

---

Version ii
C30H48Br10N4O as an isolated structure. Source: the Open Molecules 2025 dataset; level of theory: ωB97M-V with the def2-TZVPD basis set.

Values from the calculation:
Spin multiplicity: 1
E_LUMO, eV: 0.0510
Highest occupied orbital energy, eV: -8.0

Structure (XYZ):
```
93
Properties=species:S:1:pos:R:3:lowdin_charge:R:1
C -0.3786 10.0557 2.4124 -0.16
C -1.1478 10.1940 3.7059 -0.16
C -0.9477 11.6600 4.1148 -0.21
O 0.1876 12.1201 3.4167 -0.15
C 0.2275 11.4836 2.1747 -0.20
H -0.9334 9.8227 1.5035 0.10
H 0.4462 9.3450 2.4633 0.10
H -0.7203 9.4873 4.4172 0.11
H -2.1952 9.9183 3.5834 0.11
H -0.6791 11.7532 5.1671 0.11
H -1.8228 12.3094 4.0910 0.11
H 1.2865 11.4770 1.9165 0.12
H -0.3935 12.0887 1.5142 0.11
Br 4.9630 15.9931 0.3451 0.64
C 4.1087 16.7869 -1.2010 -0.73
C 5.1208 16.8980 -2.3329 -0.69
Br 4.3064 17.6049 -4.0217 0.56
H 3.6590 17.7593 -1.0001 0.06
H 3.2788 16.2029 -1.5989 0.05
H 5.8158 16.0749 -2.4986 0.05
H 5.8137 17.6668 -1.9910 0.04
Br -3.4297 17.7575 4.3447 0.61
C -3.5672 17.6008 2.4038 -0.70
C -2.1082 17.4878 1.9011 -0.60
Br -2.2126 17.4343 -0.1588 0.49
H -3.9902 18.5154 1.9883 0.05
H -4.2118 16.7518 2.1762 0.05
H -1.5777 16.5666 2.1420 0.05
H -1.5290 18.3780 2.1462 0.05
Br -4.7579 5.5123 -1.7281 0.54
C -3.0698 4.8033 -2.5940 -0.67
C -2.6990 3.3506 -2.1810 -0.59
Br -0.8501 2.9830 -2.9526 0.54
H -2.1671 5.4074 -2.5031 0.04
H -3.2212 4.8560 -3.6721 0.04
H -3.4070 2.5784 -2.4818 0.06
H -2.4903 3.2917 -1.1128 0.04
Br 2.2657 15.7332 11.1882 0.50
C 0.2477 15.8668 11.0487 -0.58
C 0.0830 17.2790 10.4632 -0.67
Br 1.1359 18.6333 11.5096 0.51
H -0.2786 15.7940 12.0005 0.06
H -0.1002 15.0437 10.4246 0.06
H -0.9911 17.4588 10.5093 0.06
H 0.3987 17.3553 9.4227 0.05
Br -4.1737 4.2342 5.7656 0.62
C -4.9554 4.9309 7.4242 -0.68
C -3.8407 4.6470 8.3930 -0.70
Br -4.5831 4.9082 10.2497 0.54
H -5.8614 4.4077 7.7300 0.06
H -5.1288 5.9853 7.2091 0.06
H -2.9018 5.1910 8.2898 0.06
H -3.6139 3.5813 8.3612 0.03
N -8.4119 12.8796 2.0203 -0.03
C -8.2082 11.8795 2.8753 -0.15
C -7.5460 10.9428 2.1341 -0.12
C -7.0650 11.5745 0.9618 -0.11
C -7.7899 12.7174 0.8349 -0.14
H -9.0327 13.6454 2.2399 0.15
H -8.5751 11.7913 3.8872 0.11
H -7.2267 9.9666 2.4680 0.09
H -6.3250 11.2260 0.2565 0.09
H -7.9564 13.4832 0.0918 0.11
N 6.3531 11.3795 8.4596 -0.01
C 5.8165 10.2183 8.8298 -0.16
C 4.8737 9.8818 7.8569 -0.13
C 4.9784 10.7664 6.7735 -0.10
C 5.9616 11.6796 7.1860 -0.14
H 6.9603 11.9629 9.0172 0.15
H 5.9471 9.7396 9.7891 0.11
H 4.1518 9.0862 7.9676 0.09
H 4.3572 10.7833 5.8903 0.09
H 6.3608 12.5032 6.6128 0.10
N 5.8004 5.9571 1.1761 -0.03
C 4.8755 5.2312 1.8063 -0.17
C 4.8617 3.9701 1.3165 -0.12
C 5.7359 4.0217 0.2520 -0.12
C 6.4303 5.2855 0.2082 -0.10
H 6.0269 6.9230 1.3656 0.16
H 4.3328 5.6388 2.6464 0.11
H 4.3246 3.0850 1.6239 0.10
H 6.0556 3.1876 -0.3551 0.08
H 7.1606 5.6858 -0.4795 0.10
N -5.7107 14.9716 11.1524 0.01
C -5.2884 14.2266 12.2128 -0.16
C -4.8607 13.0194 11.7452 -0.13
C -5.0815 12.9451 10.3426 -0.10
C -5.6293 14.1649 10.0499 -0.17
H -5.9963 15.9373 11.2299 0.15
H -5.3288 14.6530 13.2042 0.11
H -4.5698 12.1907 12.3737 0.09
H -4.9041 12.1254 9.6622 0.09
H -6.0876 14.4914 9.1281 0.10
```

---

version i wins, 0.0394 hartree ahead of the next structure.

---

Version i
C20H30N2O5 in the gas phase. Source: the Open Molecules 2025 dataset; level of theory: ωB97M-V with the def2-TZVPD basis set.

Values from the calculation:
Spin multiplicity: 1
E_LUMO, eV: 0.7358
SMILES string: COC(=O)CN(C)C(=O)c1ccc(OC)c(OC2CCN(C(C)C)CC2)c1
Highest occupied orbital energy, eV: -8.2

Structure (XYZ):
```
57
Properties=species:S:1:pos:R:3:lowdin_charge:R:1
C 7.1204 3.5101 -0.3080 -0.05
O 7.1012 2.0878 -0.2742 -0.03
C 5.9169 1.5217 -0.0236 -0.47
O 4.9092 2.1375 0.1939 0.12
C 6.0340 0.0063 -0.0523 -0.05
N 4.7922 -0.6337 0.2989 -0.09
C 4.3922 -0.5414 1.6810 -0.03
C 4.0713 -1.2144 -0.6960 -0.41
O 4.5262 -1.3439 -1.8200 0.07
C 2.7035 -1.6981 -0.3526 -0.15
C 2.3406 -3.0029 -0.6475 -0.01
C 1.0512 -3.4358 -0.3966 -0.01
C 0.0891 -2.5826 0.1300 -0.19
O -1.1899 -2.9823 0.4206 -0.10
C -1.5833 -4.2910 0.0885 -0.08
C 0.4359 -1.2391 0.3846 -0.18
O -0.3715 -0.2840 0.9221 0.00
C -1.7665 -0.2525 0.6448 -0.33
C -2.3176 0.9914 1.3367 -0.10
C -3.8022 1.1463 1.0177 -0.19
N -3.9766 1.2719 -0.4149 -0.15
C -5.2632 1.7880 -0.8595 -0.43
C -6.4849 1.0179 -0.3384 -0.06
C -5.3816 3.2744 -0.5167 -0.06
C -3.5465 0.0607 -1.0801 -0.18
C -2.0513 -0.1461 -0.8530 -0.10
C 1.7416 -0.8281 0.1428 0.06
H 8.1413 3.7937 -0.5487 0.09
H 6.4290 3.8791 -1.0677 0.10
H 6.8269 3.9161 0.6622 0.10
H 6.2800 -0.2990 -1.0760 0.14
H 6.8455 -0.3042 0.6138 0.14
H 4.0847 0.4761 1.9321 0.09
H 3.5680 -1.2216 1.8780 0.09
H 5.2392 -0.8181 2.3145 0.09
H 3.0679 -3.6807 -1.0656 0.12
H 0.8009 -4.4620 -0.6126 0.10
H -1.4815 -4.4839 -0.9842 0.10
H -1.0145 -5.0388 0.6504 0.10
H -2.6341 -4.3578 0.3674 0.10
H -2.2545 -1.1466 1.0522 0.15
H -1.7721 1.8617 0.9719 0.13
H -2.1665 0.9135 2.4137 0.12
H -4.1813 2.0456 1.5028 0.12
H -4.3462 0.2739 1.4243 0.13
H -5.2489 1.7033 -1.9533 0.13
H -6.5797 1.1286 0.7392 0.07
H -7.3882 1.4036 -0.8038 0.08
H -6.4020 -0.0403 -0.5761 0.07
H -6.2023 3.7175 -1.0750 0.08
H -5.5743 3.4240 0.5425 0.07
H -4.4600 3.7854 -0.7802 0.08
H -3.7399 0.1600 -2.1510 0.12
H -4.0882 -0.8320 -0.7142 0.12
H -1.7192 -1.0477 -1.3698 0.12
H -1.5015 0.7073 -1.2531 0.13
H 1.9812 0.2054 0.3379 0.14
```

---

Version ii
C20H30N2O5 in the gas phase. Source: the Open Molecules 2025 dataset; level of theory: ωB97M-V with the def2-TZVPD basis set.

Values from the calculation:
Spin multiplicity: 1
E_LUMO, eV: 0.6846
SMILES string: COc1ccc(C(=O)NCCOC(C)C)cc1OC1CCN(C(C)=O)CC1
Highest occupied orbital energy, eV: -8.3

Structure (XYZ):
```
57
Properties=species:S:1:pos:R:3:lowdin_charge:R:1
C -0.2580 -5.1424 -0.6626 -0.08
O -0.6766 -3.8029 -0.5790 -0.06
C 0.1747 -2.8880 -0.0475 -0.19
C 1.4474 -3.1614 0.4271 -0.01
C 2.2473 -2.1528 0.9446 -0.03
C 1.7717 -0.8541 1.0030 -0.15
C 2.5532 0.2872 1.5536 -0.47
O 2.0193 1.2607 2.0564 0.07
N 3.9030 0.1537 1.4667 0.07
C 4.7724 1.2717 1.7521 -0.14
C 4.7671 2.2746 0.5908 -0.19
O 5.1053 1.5952 -0.6018 -0.13
C 4.3936 1.9977 -1.7634 -0.45
C 5.2154 1.5397 -2.9638 -0.05
C 2.9864 1.3942 -1.8011 -0.04
C 0.4829 -0.5738 0.5455 0.05
C -0.3203 -1.5622 0.0131 -0.17
O -1.5720 -1.3921 -0.4853 0.01
C -2.1677 -0.1076 -0.4701 -0.33
C -2.7188 0.2514 0.9151 -0.09
C -3.4645 1.5867 0.8428 -0.14
N -4.5256 1.5167 -0.1321 -0.07
C -5.8599 1.5483 0.1121 -0.50
C -6.2886 1.8064 1.5419 0.00
O -6.6727 1.4002 -0.7800 0.05
C -4.0545 1.2040 -1.4656 -0.13
C -3.3204 -0.1356 -1.4750 -0.09
H -0.0481 -5.5623 0.3267 0.10
H -1.0904 -5.6814 -1.1122 0.10
H 0.6272 -5.2502 -1.2982 0.10
H 1.8320 -4.1685 0.4016 0.10
H 3.2239 -2.4035 1.3295 0.11
H 4.2678 -0.5142 0.8062 0.13
H 4.4081 1.7674 2.6539 0.12
H 5.7810 0.8898 1.9146 0.12
H 3.7703 2.7207 0.5215 0.12
H 5.4954 3.0755 0.7841 0.13
H 4.3156 3.0969 -1.7753 0.14
H 4.7310 1.8433 -3.8873 0.08
H 6.2096 1.9756 -2.9213 0.08
H 5.3121 0.4575 -2.9493 0.08
H 2.4588 1.7423 -2.6849 0.08
H 2.4140 1.6815 -0.9219 0.07
H 3.0466 0.3082 -1.8300 0.09
H 0.1484 0.4477 0.6289 0.11
H -1.4352 0.6501 -0.7874 0.15
H -1.9132 0.3159 1.6470 0.12
H -3.4030 -0.5397 1.2281 0.13
H -3.8567 1.8477 1.8229 0.11
H -2.7632 2.3734 0.5350 0.13
H -5.9105 2.7636 1.8932 0.08
H -5.9390 1.0152 2.2011 0.08
H -7.3748 1.8278 1.5632 0.08
H -4.9254 1.1706 -2.1217 0.12
H -3.3811 2.0022 -1.8000 0.13
H -2.9352 -0.3467 -2.4723 0.13
H -4.0055 -0.9377 -1.1985 0.13
```

---

version ii wins, 0.0249 hartree ahead of the next structure.

---

Version i
C4H3ClN2O2 in the gas phase. Source: the Open Molecules 2025 dataset; level of theory: ωB97M-V with the def2-TZVPD basis set.

Values from the calculation:
Spin multiplicity: 1
E_LUMO (alpha / beta), eV: -1.4394 / -1.0370
Highest occupied orbital energy (alpha / beta), eV: -8.0 / -7.9

Structure (XYZ):
```
12
Properties=species:S:1:pos:R:3:lowdin_charge:R:1
C -0.1340 0.9563 1.6046 -0.24
C 0.1014 1.3417 0.3345 -0.17
C -0.6864 -0.1799 2.0250 -0.50
C -0.1820 -0.8584 -0.5769 0.02
N 0.1255 0.4100 -0.6547 0.00
N -0.0334 -1.4556 -1.8641 -0.44
O 0.6564 -0.8618 -2.6657 0.02
O -0.4636 -2.5475 -2.0796 0.09
Cl -0.5395 -1.5184 2.9529 0.74
H 0.0397 1.7653 2.3927 0.16
H 0.6467 2.2817 0.2245 0.12
H 0.4694 0.6665 -1.6932 0.20
```

---

Version ii
C4H3ClN2O2 in the gas phase. Source: the Open Molecules 2025 dataset; level of theory: ωB97M-V with the def2-TZVPD basis set.

Values from the calculation:
Spin multiplicity: 1
E_LUMO, eV: -0.8017
Highest occupied orbital energy, eV: -10.4

Structure (XYZ):
```
12
Properties=species:S:1:pos:R:3:lowdin_charge:R:1
C -2.0351 -0.5935 0.1468 -0.06
C 0.9112 0.4104 -0.8691 -0.45
C -1.4271 0.6450 -0.0396 -0.68
C 1.9659 0.3079 0.2408 0.02
N -0.2935 0.9808 -0.4286 0.16
N -2.0333 -1.7397 0.2364 -0.09
O -2.3599 -2.8528 0.3457 0.10
O 1.2361 0.2652 -2.0474 0.07
Cl -2.4900 1.7084 0.8853 0.70
H 1.4632 0.7582 1.0891 0.08
H 2.8750 0.7981 -0.0365 0.08
H 2.1875 -0.6881 0.4771 0.06
```

---

version ii wins, 0.1878 hartree ahead of the next structure.